Entry 1:
Density functional theory data (wB97M-V/def2-TZVPD) for a single C4H6ClNS molecule at a distorted geometry.

The geometry in ORCA input format:
```
! wB97M-V def2-TZVPD RIJCOSX def2/J DEFGRID3
* xyz 0 3
C -1.16259 0.21620 1.30528
C -1.67154 -0.23013 0.14841
C 0.33213 0.35128 1.48402
C 1.07074 -0.47642 -1.63523
N 0.70317 0.80282 -1.26939
S 0.84343 1.53515 0.12118
Cl -3.22015 -0.53729 -0.26229
H -1.91124 0.59696 2.15364
H 0.69413 0.99067 2.24454
H 1.01264 -0.41402 1.23880
H 0.84895 -1.35311 -0.84812
H 0.42536 -0.86996 -2.58914
H 2.03497 -0.61215 -2.09170
*
```

Calculated values
- energy above the lowest of the compared OMol25 structures with the same formula, charge and spin (kJ/mol) = 186.8
- molar mass (Da) = 135.619
- F_max (eV/Å) = 5.5
- frontier orbital gap (spin up / spin down) (eV) = 8.637 / 7.566
- DFT total energy (eV) = -29087.1861
- ⟨S²⟩ = 2.024
- E_HOMO (spin up / spin down) (hartree) = -0.2876 / -0.3213



Entry 2:
Density functional theory data (wB97M-V/def2-TZVPD) for C15H18I2NO4Pd as an isolated structure at a distorted geometry.

The geometry in ORCA input format:
```
! wB97M-V def2-TZVPD RIJCOSX def2/J DEFGRID3
* xyz 3 5
Pd -0.73970 -0.01912 0.48152
C 0.34680 2.23268 -1.67118
O -0.41120 2.07658 -0.46978
C -1.49480 3.01678 -0.34398
C -2.28930 2.63628 0.90702
O -2.61420 1.24578 0.90162
C -3.71120 0.89218 0.04162
C -3.80620 -0.63652 0.01522
O -2.58250 -1.21722 -0.43248
C -2.44100 -1.38182 -1.83778
H 0.95540 3.14138 -1.61528
H -0.30060 2.30018 -2.54978
H 0.99870 1.36098 -1.75488
H -2.11430 2.99068 -1.25058
H -1.09890 4.03338 -0.23408
H -3.20150 3.24258 0.98102
H -1.68610 2.79398 1.80792
H -3.54610 1.27808 -0.97348
H -4.63850 1.32658 0.44162
H -4.63920 -0.94122 -0.63048
H -3.96540 -1.02482 1.02682
H -3.29680 -1.93432 -2.24558
H -1.53580 -1.97542 -1.99418
H -2.37010 -0.42482 -2.37358
I 0.47650 -5.24772 0.78622
C 1.81480 -3.62532 0.67692
C 3.18910 -3.81322 0.59492
C 4.07010 -2.73602 0.58072
I 6.11820 -3.12442 0.23532
C 3.58270 -1.39662 0.75162
C 4.38270 -0.25422 0.94172
C 3.78470 0.97188 1.14062
C 2.38820 1.07158 1.09722
N 1.61850 0.02068 0.88182
C 2.18030 -1.20072 0.75182
C 1.24590 -2.31092 0.66412
O 0.01050 -2.09232 0.58712
H 3.57880 -4.82212 0.53092
H 5.46260 -0.34072 0.96432
H 4.37250 1.85708 1.33632
H 1.90630 2.03038 1.25102
*
```

Calculated values
- energy above the lowest of the compared OMol25 structures with the same formula, charge and spin (kJ/mol) = 79.1
- molar mass (Da) = 636.540
- F_max (eV/Å) = 1.7
- frontier orbital gap (spin up / spin down) (eV) = 8.225 / 4.800
- DFT total energy (eV) = -45175.4576
- ⟨S²⟩ = 6.029
- E_HOMO (spin up / spin down) (hartree) = -0.6651 / -0.6863



Entry 3:
Density functional theory data (wB97M-V/def2-TZVPD) for C21H31BaF5P2 as an isolated structure at a distorted geometry.

The geometry in ORCA input format:
```
! wB97M-V def2-TZVPD RIJCOSX def2/J DEFGRID3
* xyz 0 1
P 0.16374 -1.37290 -6.32186
P 0.10400 1.76854 -6.19765
C -0.22610 -0.45123 -7.91301
C 0.34699 0.96468 -7.88814
H -1.32440 -0.45820 -8.01897
H 0.20816 -1.03406 -8.73674
H 1.43019 0.98365 -8.09798
H -0.16065 1.59794 -8.62923
C -1.52296 2.53151 -6.59288
H -1.76853 3.25463 -5.80772
H -2.29401 1.75268 -6.63319
H -1.46914 3.04326 -7.56196
C 1.19517 3.20458 -6.53622
H 0.90614 3.69849 -7.47452
H 2.23154 2.84779 -6.61134
H 1.10435 3.90917 -5.70124
C -0.96463 -2.77621 -6.64181
H -0.80813 -3.52808 -5.86030
H -0.75891 -3.21078 -7.62890
H -1.99840 -2.40813 -6.60480
C 1.74915 -2.10669 -6.87705
H 2.52130 -1.32896 -6.91140
H 1.62066 -2.54558 -7.87392
H 2.03874 -2.88603 -6.16372
Ba 1.31197 0.41672 1.02818
C 0.52473 1.73923 -2.12038
C -0.80618 1.64025 -2.25130
C -1.56978 0.72625 -3.15933
C -1.94605 -0.61539 -2.48139
C -0.82210 -1.40863 -1.87824
C 0.46777 -1.38150 -2.24631
C 1.11390 -0.51023 -3.27746
C 1.57071 0.87602 -2.76619
C 0.23744 -1.80449 1.95120
H 0.91966 2.60606 -1.55979
H -1.45091 2.24448 -1.59575
H -1.02318 0.54786 -4.09086
H -2.49862 1.24398 -3.45523
H -2.70328 -0.38088 -1.71201
H -2.46255 -1.28226 -3.19281
H -1.12619 -2.14271 -1.11048
H 1.17857 -2.05082 -1.72635
H 0.47258 -0.38938 -4.15867
H 1.99839 -1.05235 -3.64787
H 2.42836 0.70031 -2.08297
H 2.03727 1.45296 -3.59215
H 0.83885 -2.03921 2.87099
H 0.36464 -2.59730 1.19093
H -0.83376 -1.72648 2.20344
F -2.82812 0.39488 2.70743
C -1.98216 1.42010 3.00713
C -0.81048 1.61854 2.29802
C -0.04346 2.69684 2.65933
F 1.21140 2.91557 2.01230
C -0.35592 3.57802 3.69238
F 0.46543 4.61298 3.97910
C -1.51555 3.35120 4.42877
F -1.83756 4.14367 5.46840
C -2.34157 2.27499 4.06888
F -3.49505 2.07083 4.73400
*
```

Calculated values
- energy above the lowest of the compared OMol25 structures with the same formula, charge and spin (kJ/mol) = 0.0
- molar mass (Da) = 577.745
- F_max (eV/Å) = 1.3
- frontier orbital gap (eV) = 6.120
- DFT total energy (eV) = -55134.0886
- E_HOMO (hartree) = -0.2447



Entry 4:
Density functional theory data (wB97M-V/def2-TZVPD) for C36H87AlN10O11P as an isolated structure.

The geometry in ORCA input format:
```
! wB97M-V def2-TZVPD RIJCOSX def2/J DEFGRID3
* xyz -1 1
C 0.29092 -3.86923 -0.94527
C -1.01217 -4.42751 -1.50087
C -2.16288 -4.30107 -0.52155
N -2.35886 -2.90071 -0.15210
Al -3.30728 -1.83225 -1.39519
C -3.08619 0.08388 -0.72736
C -1.76526 0.23078 0.04090
C -0.55720 -0.21866 -0.77710
C 0.03919 0.92118 -1.57290
O 0.87803 0.48872 -2.63159
C 2.14425 0.06757 -2.20073
P -5.58517 -2.55895 -1.55552
C -6.40230 -1.32437 -2.68221
O -6.28561 -2.19761 -0.04866
H 1.13982 -4.28861 -1.47386
H 0.33451 -2.79264 -1.06001
H 0.35179 -4.06752 0.12002
H -1.27617 -3.94622 -2.43828
H -0.85329 -5.49074 -1.67920
H -1.88050 -4.88473 0.35825
H -3.04911 -4.78935 -0.94403
H -2.88985 -2.87175 0.71374
H -2.63010 -1.93499 -2.87931
H -3.20063 0.83504 -1.50930
H -3.89982 0.25659 -0.02614
H -1.83031 -0.37579 0.93713
H -1.58829 1.26394 0.36615
H -0.81285 -1.00517 -1.47629
H 0.20804 -0.62099 -0.11517
H 0.60397 1.58949 -0.91730
H -0.78720 1.44169 -2.04838
H 2.63455 0.83853 -1.60553
H 2.08646 -0.87056 -1.64746
H 2.75182 -0.10495 -3.08070
H -7.23526 -1.77160 -3.21314
H -5.68255 -0.96024 -3.40719
H -6.76423 -0.47286 -2.11385
H -6.19292 -1.25030 0.11602
C -5.95116 2.83129 1.31320
C -6.42416 1.41674 1.49552
O -6.27579 0.57926 0.61862
N -7.00258 1.09179 2.67409
C -7.22781 1.93034 3.84228
H -5.51984 2.90456 0.31843
H -6.77049 3.53851 1.40783
H -5.19267 3.08023 2.05571
H -7.29210 0.12711 2.72372
H -6.69367 1.48424 4.67963
H -8.29294 1.97023 4.07706
H -6.86926 2.94096 3.66950
C 1.47230 5.20389 0.67491
C 0.15934 5.95138 0.60319
O -0.14400 6.79985 1.43104
N -0.67467 5.63175 -0.42085
C -0.46331 4.64469 -1.46740
H 2.01902 5.56545 1.53971
H 1.30486 4.13176 0.78130
H 2.06935 5.37532 -0.22087
H -1.53767 6.15221 -0.42135
H -0.49319 5.11637 -2.45032
H -1.24519 3.88677 -1.41962
H 0.49436 4.15310 -1.34523
C -5.52292 7.53645 3.73912
C -5.41051 6.34300 2.81634
O -6.37840 5.68724 2.48822
N -4.18184 6.02981 2.34990
C -2.92405 6.68947 2.61209
H -6.56627 7.65107 4.01402
H -4.93133 7.38858 4.64296
H -5.18358 8.44555 3.24218
H -4.17504 5.23182 1.73351
H -2.48156 7.05811 1.68390
H -2.21944 5.99667 3.07634
H -3.07307 7.53007 3.28202
C 7.27440 -0.38848 -3.39714
C 6.08080 -0.30117 -2.47775
O 5.62445 0.77150 -2.10292
N 5.51581 -1.46328 -2.07319
C 5.90872 -2.81985 -2.40138
H 7.59910 0.62214 -3.62388
H 8.08855 -0.92209 -2.90774
H 7.01277 -0.89476 -4.32745
H 4.71839 -1.33626 -1.46893
H 5.09405 -3.34373 -2.90392
H 6.16543 -3.37168 -1.49629
H 6.77416 -2.81148 -3.05468
C -4.55276 -0.97960 4.86104
C -5.45502 -0.91246 6.07242
O -6.10598 0.08791 6.33690
N -5.52654 -2.01577 6.86086
C -4.83840 -3.28128 6.69329
H -4.61103 -0.03048 4.33788
H -3.51804 -1.15914 5.15410
H -4.86564 -1.77140 4.17955
H -6.14577 -1.90957 7.64845
H -5.55447 -4.09697 6.58395
H -4.20674 -3.49297 7.55782
H -4.21321 -3.25519 5.80818
C -10.72893 -5.37177 0.25868
C -9.52909 -5.23111 -0.66253
O -9.06424 -6.20401 -1.23700
N -9.01751 -3.98998 -0.80921
C -9.47077 -2.75808 -0.19729
H -11.02118 -6.41705 0.27128
H -10.48102 -5.05960 1.27381
H -11.56781 -4.77203 -0.09646
H -8.21243 -3.92699 -1.42330
H -9.75354 -2.03246 -0.96299
H -8.66228 -2.32584 0.39253
H -10.33009 -2.94165 0.44068
C 2.17540 -6.34384 -5.42570
C 1.75838 -5.43214 -4.29093
O 2.32066 -5.44087 -3.20786
N 0.71487 -4.59414 -4.50968
C -0.08410 -4.43624 -5.70689
H 3.01222 -6.94428 -5.08373
H 1.35811 -7.00515 -5.71458
H 2.48420 -5.76606 -6.29758
H 0.47987 -4.02417 -3.70866
H -0.02215 -3.41160 -6.07671
H -1.13162 -4.65851 -5.49862
H 0.26447 -5.10705 -6.48576
C 7.63752 1.46663 0.29742
C 8.90334 0.67519 0.08389
O 8.91338 -0.40854 -0.48031
N 10.06640 1.21285 0.54549
C 10.26964 2.47521 1.23258
H 6.80854 0.91442 -0.12718
H 7.45717 1.62500 1.36213
H 7.69616 2.43325 -0.20306
H 10.87026 0.63247 0.36788
H 10.95011 3.11020 0.66186
H 10.70178 2.30057 2.22093
H 9.32785 2.99702 1.35611
C 15.73967 2.99474 -0.58090
C 14.53706 3.04329 0.33447
O 14.03570 4.09496 0.68952
N 14.02442 1.85377 0.75309
C 14.47724 0.51227 0.43830
H 16.02047 4.01480 -0.82008
H 16.58071 2.49922 -0.09507
H 15.50578 2.46489 -1.50465
H 13.22723 1.95854 1.36094
H 13.68981 -0.05612 -0.05991
H 14.75676 -0.02270 1.34724
H 15.33919 0.55009 -0.21824
*
```

Calculated values
- energy above the lowest of the compared OMol25 structures with the same formula, charge and spin (kJ/mol) = 16.9
- molar mass (Da) = 894.107
- F_max (eV/Å) = 0.8
- frontier orbital gap (eV) = 4.965
- DFT total energy (eV) = -92058.3721
- E_HOMO (hartree) = -0.1285